# 1
DFT (the ωB97M-V functional and the def2-TZVPD basis) results for a 4-piece molecular cluster, C15H41B3BrN3O6 overall.

Structure (XYZ):
```
69
Properties=species:S:1:pos:R:3
C 2.85457 -0.80678 -2.54495
C 1.54633 -0.47815 -3.27171
Br 1.89509 -0.03753 -5.15532
C 0.71591 0.64457 -2.62889
B -0.80388 0.30417 -2.47353
O -1.80387 1.24283 -2.67983
B -2.80769 0.83876 -3.53774
O -3.14850 -0.49809 -3.54350
B -2.34268 -1.43789 -2.92975
O -1.24254 -0.99063 -2.21814
H 3.07551 -0.06934 -1.77403
H 3.70522 -0.84648 -3.22162
H 2.77384 -1.78110 -2.06177
H 0.94660 -1.38083 -3.35319
H 1.14670 0.89035 -1.65089
H 0.77486 1.56068 -3.21871
H -3.34259 1.60025 -4.27136
H -2.57884 -2.59470 -3.01589
C -0.53429 -0.57286 1.03354
C 0.22170 -0.64283 2.35140
C -0.66594 -0.66368 3.60140
O -1.25109 0.58776 3.92969
C -2.45810 0.88876 3.26148
N 1.21830 0.42841 2.38299
H -0.87300 0.44295 0.81628
H 0.12976 -0.87456 0.22244
H -1.40142 -1.23795 1.02229
H 0.76782 -1.59035 2.35601
H -0.03450 -0.92416 4.45462
H -1.44564 -1.43230 3.51441
H -3.13050 0.02359 3.22887
H -2.28605 1.24119 2.24413
H -2.94725 1.68105 3.82771
H 1.84318 0.29760 3.17147
H 0.74364 1.31381 2.53396
C 1.22757 -5.60726 -1.19603
C 1.05678 -4.09369 -1.13528
C 1.90635 -3.40686 -0.06250
O 1.46221 -3.59510 1.26769
C 1.86262 -4.79344 1.89889
N -0.36499 -3.76916 -1.02565
H 0.66028 -6.09483 -0.40199
H 0.84898 -5.98549 -2.14465
H 2.27530 -5.89763 -1.09942
H 1.40154 -3.67849 -2.09063
H 1.84173 -2.32803 -0.22968
H 2.96351 -3.69513 -0.14677
H 2.87378 -5.08238 1.59214
H 1.18493 -5.62408 1.68670
H 1.86028 -4.60810 2.97253
H -0.50837 -2.76933 -1.13983
H -0.67621 -3.98610 -0.08316
C -0.98969 6.26103 0.32050
C -1.54084 4.88060 -0.02300
C -1.35985 3.84203 1.08931
O -0.04441 3.34365 1.24593
C 0.84402 4.16649 1.97508
N -0.98776 4.45498 -1.30736
H 0.09371 6.28977 0.19922
H -1.41123 7.00537 -0.35368
H -1.22925 6.54653 1.34660
H -2.62420 4.97665 -0.15667
H -1.95703 2.96315 0.83179
H -1.73033 4.23268 2.04771
H 0.32959 4.66231 2.80566
H 1.31242 4.93027 1.35023
H 1.62413 3.52008 2.37695
H -1.45189 3.61667 -1.63915
H -0.01433 4.19635 -1.17339
```

Results
SMILES = C[C@H](Br)CB1OBOBO1.COC[C@@H](C)N.COC[C@@H](C)N.COC[C@@H](C)N



# 2
DFT (the ωB97M-V functional and the def2-TZVPD basis) results for a 3-piece molecular cluster, C15H41BrN7O7P3S overall.

Structure (XYZ):
```
75
Properties=species:S:1:pos:R:3
O -0.02846 3.27865 1.49167
C 1.10937 3.52320 1.07588
Br 2.01134 5.12468 1.88777
C 1.80905 2.62708 -0.07494
N 2.85239 3.48038 -0.72088
C 2.84254 3.39290 -2.18959
O 3.07321 2.38609 -2.87038
O 2.50103 4.60370 -2.88546
P 4.45318 3.26663 -0.02320
O 5.11072 4.85087 0.14547
O 5.48568 2.30992 -1.01346
S 4.47248 2.47619 1.74347
H 0.98492 2.39816 -0.84768
H 2.17644 1.61673 0.30084
H 3.31913 5.15511 -2.96580
H 4.39088 5.45957 -0.16278
H 4.97941 1.46853 -1.15330
O 2.80033 -0.64664 0.14230
P 2.79491 -2.09313 -0.38871
N 1.43333 -2.50241 0.57098
C 1.25545 -3.63213 1.46240
C 0.16638 -1.85689 0.22735
N 4.24123 -2.51660 0.44676
C 4.36864 -3.56835 1.43885
C 5.17515 -1.43295 0.76634
N 2.80081 -3.72973 -1.07840
C 3.94499 -3.92744 -2.00653
C 1.60381 -4.07145 -1.87611
H 1.43628 -4.59741 0.97812
H 0.24048 -3.68625 1.86665
H 1.90005 -3.54852 2.33787
H -0.32074 -2.34960 -0.62093
H 0.31830 -0.80979 -0.04741
H -0.53471 -1.84968 1.06514
H 4.04950 -3.23110 2.43019
H 5.41362 -3.88937 1.52185
H 3.82013 -4.47135 1.17023
H 4.84953 -0.86728 1.64368
H 5.27859 -0.75051 -0.07998
H 6.17829 -1.82588 0.96024
H 3.90123 -3.22502 -2.84485
H 3.95151 -4.94768 -2.40154
H 4.90785 -3.79785 -1.51173
H 1.38850 -3.30286 -2.62417
H 0.72129 -4.20563 -1.25066
H 1.73353 -5.02815 -2.38944
O -3.20399 -0.87194 -0.19640
P -3.72233 0.56731 -0.02581
N -4.21645 0.28186 1.59292
C -5.49151 0.57149 2.21920
C -3.15866 0.03163 2.56908
N -5.05883 0.33609 -1.09188
C -6.45887 0.50533 -0.74964
C -4.94537 -0.71475 -2.10417
N -4.23094 2.26355 0.11123
C -4.05687 2.98981 -1.17339
C -3.47419 3.05892 1.10129
H -5.79593 1.61823 2.11561
H -5.48216 0.36811 3.29409
H -6.28016 -0.06805 1.82147
H -2.69231 0.96398 2.90675
H -2.36871 -0.59266 2.14366
H -3.52602 -0.50400 3.44813
H -6.86655 -0.38414 -0.25823
H -7.05359 0.68263 -1.65361
H -6.63789 1.37888 -0.12245
H -5.13722 -1.70419 -1.67898
H -3.95187 -0.70775 -2.55729
H -5.65163 -0.54667 -2.92380
H -3.00864 2.99117 -1.48901
H -4.39890 4.02509 -1.08248
H -4.64820 2.55472 -1.97961
H -2.39569 2.95267 0.95695
H -3.71761 2.77599 2.12547
H -3.73049 4.11994 1.03477
```

Results
SMILES = O=C(Br)CN(C(=O)O)P(O)(O)=S.CN(C)P(=O)(N(C)C)N(C)C.CN(C)P(=O)(N(C)C)N(C)C



# 3
DFT (the ωB97M-V functional and the def2-TZVPD basis) results for a 5-piece molecular cluster, C15H41N2O5S4 overall.

Structure (XYZ):
```
67
Properties=species:S:1:pos:R:3
N 4.48541 0.22007 2.89774
C 4.35266 -0.60570 1.70006
C 2.93034 -0.64208 1.03129
O 3.13239 -0.88553 -0.37577
C 2.08867 0.66308 1.20717
C 0.55948 0.40424 1.08328
C -0.28010 0.25141 2.40516
C -0.17315 -1.30943 2.65031
N -0.12469 -1.96216 1.29234
C 0.08446 -0.83803 0.29858
H 3.74526 0.07208 3.56638
H 4.62859 1.19567 2.68642
H 4.57983 -1.64977 2.00528
H 5.10911 -0.32687 0.94769
H 2.37739 -1.50898 1.45467
H 2.79779 -1.77844 -0.52620
H 2.26745 1.19591 2.15692
H 2.40361 1.36379 0.39391
H 0.04954 1.24203 0.56005
H -0.04990 0.89975 3.25976
H -1.35271 0.37383 2.14242
H 0.74168 -1.50690 3.23925
H -1.02463 -1.70280 3.22881
H -0.96395 -2.53307 1.17301
H 0.61007 -2.68108 1.30501
H 0.68309 -1.07778 -0.58902
H -0.95945 -0.62260 0.00157
C 1.19052 5.39248 -1.81491
S 1.52524 4.02404 -0.69771
O 0.20429 3.50941 -0.20879
C 2.23165 5.02867 0.62106
H 0.70405 5.00006 -2.70258
H 0.53291 6.11356 -1.33176
H 2.13056 5.86812 -2.09724
H 1.50617 5.77432 0.94748
H 3.13722 5.51570 0.25938
H 2.48145 4.37445 1.45590
C -0.01501 -3.20849 -2.14535
S 0.91134 -4.48408 -1.27609
O 2.22001 -3.87688 -0.86419
C 1.21895 -5.51929 -2.71433
H -0.27248 -2.43968 -1.42667
H 0.59637 -2.77767 -2.93966
H -0.92884 -3.63029 -2.56427
H 1.75377 -4.94764 -3.47317
H 0.26925 -5.87950 -3.10981
H 1.82605 -6.36691 -2.40101
C -2.40059 -5.11565 2.98650
S -3.24110 -6.10348 1.73345
O -2.63189 -5.76137 0.41329
C -4.81824 -5.23912 1.83775
H -1.37062 -5.46294 3.06002
H -2.41314 -4.06169 2.69783
H -2.89598 -5.24764 3.94844
H -4.67639 -4.17936 1.62175
H -5.23824 -5.36868 2.83557
H -5.49339 -5.67278 1.10218
C -3.42951 6.69664 -4.49506
S -2.35878 6.47529 -3.06325
O -1.00762 6.09487 -3.57309
C -3.14425 4.96864 -2.46367
H -3.08692 7.57180 -5.04443
H -3.37452 5.81813 -5.13848
H -4.45477 6.85719 -4.16059
H -3.10642 4.19903 -3.23550
H -4.17870 5.18204 -2.19260
H -2.60069 4.62798 -1.58249
```

Results
Total charge = +1



# 4
DFT (the ωB97M-V functional and the def2-TZVPD basis) results for a 4-piece molecular cluster, C15H42N2O14P4 overall.

Structure (XYZ):
```
77
Properties=species:S:1:pos:R:3
C -2.24614 2.73513 0.01882
C -1.62085 3.14769 -1.34183
C -0.26273 2.46214 -1.63800
C -0.36229 0.99024 -2.17427
C -0.24170 -0.02917 -1.01476
N -1.58287 0.82685 -3.04766
P -1.22149 0.38181 -4.68503
N -2.12979 1.23908 -5.64864
C -2.60417 0.02291 -2.46249
O -3.54076 0.54678 -1.97259
O -2.56395 -1.34011 -2.49663
H -2.38108 1.64929 0.13686
H -1.63066 3.11633 0.85053
H -3.26295 3.16578 0.04072
H -2.36744 3.03806 -2.14174
H -1.41140 4.23412 -1.26858
H 0.29287 2.42797 -0.68516
H 0.29458 3.05137 -2.38746
H 0.51593 0.81817 -2.82267
H -0.08350 -1.06209 -1.37268
H 0.69140 0.22491 -0.47774
H -1.04429 0.03904 -0.26389
H 0.11525 0.78597 -4.97437
H -1.40505 -1.00468 -4.94411
H -2.73819 1.81551 -5.06757
H -2.98626 -1.60625 -1.66305
C -0.39590 -5.13053 1.40387
O -1.30074 -5.20335 0.30899
P -2.95600 -5.20609 0.64223
O -2.92862 -3.87393 1.35683
O -2.83156 -6.45489 1.68903
C -2.34560 -7.71496 1.22639
O -4.63558 -5.35693 0.69926
C -5.41144 -4.24218 0.26194
H 0.30028 -4.31435 1.21278
H -0.89503 -4.96665 2.35598
H 0.16723 -6.06599 1.45370
H -1.52111 -8.02562 1.86916
H -1.98870 -7.67007 0.19640
H -3.14150 -8.45627 1.29700
H -5.00009 -3.80868 -0.64918
H -5.45437 -3.48874 1.04626
H -6.42318 -4.59311 0.05904
C -1.78813 5.25144 5.36929
O -1.29239 6.16039 4.39421
P 0.24415 5.87891 3.74625
O -0.10919 4.49894 3.23416
O 0.89472 5.80571 5.24744
C 0.83005 6.94909 6.09854
O 1.81231 5.86031 3.11982
C 1.96596 5.49788 1.74853
H -2.77668 4.92162 5.05148
H -1.14419 4.38654 5.50869
H -1.88525 5.77978 6.32120
H 0.39134 6.64813 7.05067
H 0.22513 7.75076 5.67247
H 1.83858 7.32050 6.28099
H 1.20576 5.97129 1.12796
H 1.91193 4.41578 1.64198
H 2.94955 5.83254 1.41829
C 2.52578 -2.05246 -3.47523
O 3.03132 -2.62010 -2.27544
P 4.43826 -1.96594 -1.62791
O 3.94222 -0.55593 -1.45143
O 5.27435 -2.14050 -3.02053
C 5.39475 -3.43381 -3.61343
O 5.88646 -1.80835 -0.79311
C 5.83325 -1.21173 0.50377
H 1.47477 -1.80612 -3.31802
H 3.06496 -1.16057 -3.78785
H 2.59163 -2.80112 -4.26841
H 5.06877 -3.37080 -4.65228
H 4.78994 -4.18358 -3.10163
H 6.43966 -3.74319 -3.59393
H 4.98652 -1.58764 1.07640
H 5.76891 -0.12896 0.41185
H 6.75423 -1.46333 1.02951
```

Results
SMILES = CCC[C@@H](C)N([PH2]=N)C(=O)O.COP(=O)(OC)OC.COP(=O)(OC)OC.COP(=O)(OC)OC



Values for max |F|, eV/A, ordered as above
0.92; 8.85; 2.35; 8.78
Values for HOMO level, hartree, ordered as above
-0.3319; -0.2916; -0.3944; -0.3018
Values for E_LUMO, eV, ordered as above
0.54; -0.99; -2.63; -2.26